1.
Molecular formula: C17H24BiCeI2N2O4S2
Method: DFT, ωB97M-V/def2-TZVPD

Last column: Mulliken charge in e.
Atoms and positions in Å:
I -0.120 0.019 -4.350  0.495
I 1.284 -2.268 -4.358  0.411
Ce 0.850 -2.808 0.004  0.229
Bi -0.800 -0.153 0.013  1.635
S -1.056 -2.148 -1.281  -0.138
S 1.374 -0.639 -0.857  -0.079
C -2.578 0.058 0.546  -0.114
C -2.639 -3.133 -1.034  1.112
C 2.830 0.263 -0.079  1.366
C -2.405 -4.465 -1.757  -1.474
C -2.977 -3.347 0.439  -1.265
C -3.732 -2.331 -1.751  -1.324
C 4.080 -0.439 -0.625  -1.534
C 2.794 0.236 1.447  -1.057
C 2.755 1.696 -0.619  -1.217
C 0.253 -4.497 0.531  0.426
C 2.447 -3.135 0.917  0.393
O -3.668 0.237 0.892  -0.089
O -0.069 -5.556 0.874  -0.122
O 3.422 -3.387 1.487  -0.125
H -1.609 -5.047 -1.289  0.310
H -2.146 -4.301 -2.807  0.414
H -3.328 -5.056 -1.716  0.500
H -2.193 -3.903 0.956  0.275
H -3.907 -3.926 0.507  0.510
H -3.127 -2.401 0.960  0.233
H -3.900 -1.361 -1.277  0.280
H -4.670 -2.897 -1.710  0.492
H -3.473 -2.166 -2.801  0.366
H 4.969 0.094 -0.268  0.490
H 4.088 -0.432 -1.718  0.431
H 4.145 -1.474 -0.283  0.352
H 3.669 0.777 1.829  0.541
H 2.829 -0.784 1.833  0.309
H 1.898 0.720 1.838  -0.062
H 3.628 2.255 -0.262  0.543
H 1.857 2.213 -0.274  0.046
H 2.763 1.704 -1.713  0.381
N -0.487 6.645 0.385  -0.329
C -0.415 5.391 -0.127  0.439
O -0.540 5.247 -1.335  -0.589
C -0.226 4.180 0.733  0.394
C 0.005 4.263 2.119  -0.380
C 0.082 3.105 2.888  -1.095
C -0.059 1.865 2.274  -0.295
N -0.193 1.768 0.921  -0.304
C -0.328 2.896 0.159  -0.317
H -0.639 7.449 -0.242  0.284
H -0.421 6.842 1.391  0.150
H 0.093 5.205 2.635  0.414
H 0.213 3.170 3.961  0.516
H -0.072 0.970 2.885  0.584
H -0.550 2.786 -0.895  0.590

Summary:
Multiplicity ... 2
HOMO (spin up / spin down) ... -19.43 / -19.43 eV
<S²> ... 0.77
Net charge ... +4

=====

2.
Molecular formula: C17H24BiN4OPS5
Method: DFT, ωB97M-V/def2-TZVPD

Last column: Mulliken charge in e.
Atoms and positions in Å:
Bi -0.706 -2.335 -1.035  0.779
S -3.683 -3.694 5.540  -0.201
C -2.979 -3.550 4.073  0.066
S -3.765 -3.932 2.578  -0.064
C -2.440 -3.531 1.506  0.121
C -1.322 -3.084 2.099  0.208
S 0.165 -2.576 1.316  -0.353
S -1.362 -2.966 3.841  -0.078
S -2.696 -3.760 -0.212  -0.407
C -1.760 -0.311 -0.709  -0.915
C -2.720 -0.267 0.420  0.439
C -4.063 -0.595 0.229  -0.498
C -4.964 -0.559 1.277  -0.854
C -4.531 -0.198 2.550  0.727
C -3.191 0.120 2.764  -0.994
C -2.302 0.087 1.705  0.405
C -5.471 -0.139 3.636  -0.103
N -6.219 -0.078 4.506  -0.525
H -0.938 0.393 -0.587  -0.101
H -2.250 -0.113 -1.665  0.652
H -4.408 -0.881 -0.757  0.362
H -6.004 -0.810 1.116  0.457
H -2.857 0.393 3.755  0.467
H -1.262 0.334 1.879  0.271
C 4.446 -0.798 -1.953  -1.052
N 3.472 0.255 -2.197  0.397
C 3.906 1.284 -3.120  -0.945
P 2.129 0.358 -1.246  0.079
O 1.530 -0.996 -1.050  -0.720
N 1.081 1.383 -2.005  0.716
C 0.895 2.782 -1.674  -1.003
C 0.468 0.967 -3.256  -1.236
N 2.562 1.043 0.184  0.462
C 3.646 1.997 0.323  -0.992
C 1.710 0.920 1.357  -0.554
H 4.728 -1.268 -2.897  0.348
H 4.014 -1.558 -1.307  0.264
H 5.351 -0.399 -1.482  0.296
H 4.094 0.853 -4.108  0.310
H 4.834 1.761 -2.783  0.362
H 3.147 2.055 -3.225  0.182
H 1.287 2.996 -0.683  0.284
H -0.173 3.018 -1.670  0.310
H 1.385 3.447 -2.396  0.300
H 0.595 -0.106 -3.397  0.337
H 0.911 1.483 -4.115  0.342
H -0.602 1.192 -3.239  0.333
H 4.290 1.980 -0.554  0.214
H 4.253 1.739 1.194  0.323
H 3.277 3.019 0.463  0.339
H 1.028 0.083 1.238  -0.269
H 1.136 1.837 1.538  0.263
H 2.328 0.725 2.237  0.449

Summary:
Multiplicity ... 1
HOMO ... -7.17 eV
Energy relative to the best compared isomer or geometry (same formula, charge and spin) ... 0.0 kcal per mole

=====

3.
Molecular formula: C17H24Br2N2O9S3
Method: DFT, ωB97M-V/def2-TZVPD

Last column: Mulliken charge in e.
Atoms and positions in Å:
C -1.712 -0.889 -3.406  -0.246
O -0.797 -1.578 -2.521  -0.388
C -0.280 -0.696 -1.495  -0.014
C 1.179 -1.183 -0.988  0.676
C 1.102 -2.621 -0.262  -0.933
C 0.550 -2.559 1.248  0.694
C -0.784 -3.345 1.518  -0.861
C -1.519 -3.398 2.900  0.399
N -2.756 -4.039 3.297  -0.625
S -2.870 -3.564 4.945  0.182
N -1.497 -2.606 5.318  -0.586
C -0.804 -2.588 4.046  0.554
C 0.567 -1.813 3.819  -0.985
C 1.296 -1.770 2.430  1.003
C 2.659 -0.971 2.194  0.009
Br 3.405 -0.173 3.898  -0.082
C 3.862 -1.850 1.554  -0.143
C 4.718 -0.872 0.611  -0.685
Br 5.120 -2.397 3.044  -0.126
H -1.177 -0.050 -4.001  0.240
H -2.042 -1.661 -4.205  0.296
H -2.684 -0.526 -2.896  -0.058
H -1.008 -0.544 -0.608  0.126
H -0.158 0.347 -1.991  -0.054
H 1.858 -1.228 -1.930  0.373
H 1.582 -0.332 -0.331  -0.590
H 2.095 -3.215 -0.357  0.268
H 0.342 -3.241 -0.885  0.365
H -1.275 -3.928 0.649  0.203
H 0.965 -1.267 4.753  0.169
H 2.426 -0.039 1.545  0.005
H 3.543 -2.832 1.070  0.430
H 4.809 0.131 1.187  0.226
H 4.197 -0.612 -0.387  0.092
H 5.810 -1.222 0.448  0.380
C -5.007 0.830 -0.338  -0.312
C -5.325 2.314 -0.222  -0.380
O -4.199 2.980 -0.794  -0.320
S -3.585 2.058 -1.980  1.016
O -4.103 2.531 -3.229  -0.599
O -2.184 1.880 -1.735  -0.302
O -4.356 0.681 -1.601  -0.381
H -4.311 0.513 0.444  0.276
H -5.904 0.212 -0.297  0.312
H -5.475 2.628 0.811  0.322
H -6.208 2.575 -0.813  0.307
C 1.646 4.742 -1.125  -0.410
C 0.816 3.693 -1.850  -0.174
O 1.736 2.647 -2.165  -0.336
S 2.868 2.570 -1.005  1.044
O 2.494 1.539 -0.081  -0.580
O 4.157 2.627 -1.626  -0.623
O 2.561 4.005 -0.313  -0.341
H 2.226 5.344 -1.831  0.305
H 1.033 5.399 -0.508  0.327
H 0.351 4.083 -2.756  0.371
H 0.044 3.279 -1.195  0.166

Summary:
Multiplicity ... 1
HOMO ... -8.45 eV

=====

4.
Molecular formula: C17H24Cl2N2O5S
Method: DFT, ωB97M-V/def2-TZVPD

Last column: Mulliken charge in e.
Atoms and positions in Å:
C 0.333 -6.688 1.278  -1.116
H 0.135 -6.975 0.247  0.293
H 0.968 -7.444 1.732  0.393
H -0.609 -6.654 1.818  0.294
C 1.018 -5.327 1.347  -0.688
N 0.201 -4.288 0.742  0.387
C -0.601 -3.565 1.535  0.828
O -0.678 -3.739 2.746  -0.698
C -1.458 -2.480 0.932  -0.839
H -0.955 -1.820 0.233  0.219
H -2.360 -2.886 0.474  0.626
S -2.013 -1.565 2.452  0.332
O -2.837 -0.451 1.958  -0.628
C -0.372 -0.755 2.813  -1.191
C 0.157 -0.094 1.570  0.021
O 1.152 -0.492 0.996  -0.477
N -0.626 0.940 1.169  0.142
C -0.483 1.776 0.067  -1.059
C 0.477 1.578 -0.924  0.824
C 0.580 2.447 -2.003  -0.094
C -0.292 3.542 -2.073  0.395
C -1.252 3.749 -1.102  -0.726
C -1.351 2.869 -0.040  0.595
Cl -2.564 3.136 1.166  -0.257
H -1.919 4.592 -1.175  0.442
Cl -0.161 4.634 -3.398  -0.212
O 1.463 2.332 -3.027  -0.489
C 2.271 1.183 -3.143  -0.578
C 3.418 1.117 -2.124  -0.584
O 3.211 -0.010 -1.307  -0.142
C 4.130 -0.117 -0.251  -0.846
H 4.121 0.784 0.373  0.339
H 5.148 -0.281 -0.625  0.361
H 3.807 -0.966 0.346  0.157
H 3.427 2.038 -1.522  0.421
H 4.389 1.038 -2.635  0.434
H 1.672 0.271 -3.038  0.399
H 2.661 1.240 -4.161  0.272
H 1.151 0.741 -0.826  0.463
H -1.522 1.039 1.649  0.261
H 0.302 -1.526 3.172  0.445
H -0.589 -0.034 3.599  0.628
C 0.354 -4.066 -0.681  -1.125
C 1.523 -3.131 -0.991  -0.512
H 2.466 -3.587 -0.702  0.345
H 1.428 -2.190 -0.456  -0.057
H 1.559 -2.923 -2.057  0.404
H -0.574 -3.658 -1.084  0.504
H 0.522 -5.038 -1.154  0.341
H 1.981 -5.354 0.834  0.336
H 1.176 -5.053 2.392  0.416

Summary:
Multiplicity ... 1
HOMO ... -8.21 eV
Energy relative to the best compared isomer or geometry (same formula, charge and spin) ... 0.7 kcal per mole

=====

5.
Molecular formula: C17H24Cl5F6GaN2O4P2S
Method: DFT, ωB97M-V/def2-TZVPD

Last column: Mulliken charge in e.
Atoms and positions in Å:
Ga -0.321 -0.665 0.489  1.190
Cl 0.385 2.283 -1.487  -0.065
C -0.557 1.025 -2.172  -0.289
C -0.994 -0.148 -1.331  0.742
C -0.753 -1.306 -2.254  -0.767
Cl -0.156 -2.934 -1.245  0.656
C -1.680 -1.283 -3.407  -0.575
Cl -2.446 -2.709 -3.955  -0.128
C -1.796 -0.082 -3.991  0.603
Cl -2.771 0.167 -5.376  -0.164
C -1.016 1.052 -3.439  0.456
Cl -0.721 2.393 -4.458  -0.159
S 4.009 -1.872 -1.830  0.096
C 0.897 -4.097 1.533  -0.179
N 1.273 -4.574 2.522  -0.072
C -1.506 -2.888 -0.240  -1.888
C 0.110 -4.291 -2.067  -0.737
N 2.552 -1.940 -2.053  -0.153
H 1.594 -5.163 3.264  0.268
H -2.411 -2.727 -0.795  0.880
H -1.353 -3.518 0.617  0.465
H 1.054 -4.383 -2.578  0.249
H -0.689 -5.008 -1.974  0.323
H 0.258 -1.154 -2.656  0.485
F 2.182 0.365 0.550  -0.286
P 1.929 0.518 2.129  1.382
F 2.660 1.862 2.300  -0.267
F 3.111 -0.468 2.400  -0.296
F 0.478 1.149 1.701  -0.265
F 1.394 0.350 3.583  -0.319
F 0.839 -1.175 1.774  -0.463
C -6.369 -1.877 0.574  -1.643
C -5.043 -1.797 1.299  1.605
C -4.481 -3.165 1.629  -1.600
C -5.123 -0.921 2.536  -1.466
O -4.103 -1.220 0.281  -0.125
P -3.075 -0.085 0.408  -0.426
O -2.413 0.070 -1.024  0.232
O -1.943 -0.357 1.400  -0.154
O -3.893 1.159 0.757  0.206
C -3.775 2.649 0.777  1.657
C -2.410 3.062 0.283  -1.221
C -4.878 3.138 -0.138  -1.626
C -4.007 3.030 2.224  -1.662
H -7.113 -2.332 1.229  0.423
H -6.279 -2.485 -0.325  0.336
H -6.715 -0.882 0.296  0.354
H -5.178 -3.690 2.283  0.530
H -3.524 -3.076 2.145  0.262
H -4.349 -3.756 0.723  0.310
H -5.709 -1.451 3.287  0.544
H -5.613 0.029 2.328  0.230
H -4.136 -0.733 2.963  0.303
H -2.231 2.660 -0.710  0.113
H -1.618 2.744 0.963  0.254
H -2.374 4.149 0.205  0.548
H -4.692 2.833 -1.168  0.343
H -4.921 4.227 -0.101  0.433
H -5.843 2.744 0.179  0.345
H -3.245 2.588 2.866  0.342
H -4.991 2.701 2.559  0.364
H -3.955 4.115 2.324  0.464

Summary:
Multiplicity ... 2
HOMO (spin up / spin down) ... -10.89 / -10.88 eV
Energy relative to the best compared isomer or geometry (same formula, charge and spin) ... 304.9 kcal per mole
<S²> ... 0.76
Net charge ... +1